No. 1
# C5H9N3

The molecule C5H9N3 (ωB97M-V/def2-TZVPD, OMol25).

Cartesian coordinates (Å):
C1 0.37214 1.00119 0.20644
H1 0.06131 2.72787 1.37335
N1 0.03253 -1.76790 1.22850
C2 0.37667 -1.15390 0.16051
C3 -1.20095 0.33706 -0.16623
N2 1.24253 0.12168 0.34808
H2 1.32458 2.88743 0.11808
H3 0.66465 -2.52641 1.48330
H4 -1.64143 -0.32695 1.53810
H5 -1.48224 0.68803 -1.16821
H6 -0.39601 2.91975 -0.32685
C4 0.33884 2.47596 0.34752
C5 0.57005 -1.74253 -1.20980
H7 0.78621 -0.98548 -1.96405
N3 -2.10021 0.06381 0.69522
H8 1.39651 -2.45553 -1.16716
H9 -0.34517 -2.26408 -1.49680

Results
Structure (SMILES) = [H]\N=C/C(C)=N\C(C)=N\[H]
Kohn-Sham gap (alpha / beta) = 7.411 / 7.411 eV
Relative energy (zero: lowest compared OMol25 entry of this formula, charge and spin) = 116.0 kcal/mol
Charge = 0
HOMO energy (alpha / beta) = -8.14 / -8.14 eV


No. 2
# C14H17FN4

A cluster of 5 separate species, C14H17FN4 in total (ωB97M-V/def2-TZVPD, OMol25).

Cartesian coordinates (Å):
H1 2.71005 -4.84067 -8.10440
H2 3.10913 -0.79075 5.05011
H3 1.25370 -5.83422 -8.06610
C1 -6.78915 2.99411 -1.24035
N1 2.17928 0.12426 0.07788
C2 0.31817 -1.61225 0.63046
H4 0.08322 -2.03190 -0.34770
N2 1.52047 -4.19122 -5.34987
N3 8.55205 1.53954 4.67563
H5 2.78879 -6.33666 -7.18283
F1 -4.68957 2.15058 -0.54732
H6 4.30331 -0.02692 6.01605
C3 -8.13843 0.91788 0.01559
N4 2.12844 2.23729 5.71365
C4 -6.77106 0.99145 -0.00342
C5 1.79745 -4.79608 -6.30574
H7 -8.73048 3.80081 -1.70761
H8 7.82927 2.14676 1.56855
C6 3.63547 0.15565 5.17417
C7 2.80870 1.32061 5.43171
C8 -8.82922 1.90383 -0.66562
H9 0.62919 -2.39873 1.31807
C9 -6.05446 2.09142 -0.58707
C10 2.12692 -5.52713 -7.49053
H10 -9.90045 2.00331 -0.76023
H11 -8.71958 0.16554 0.52807
C11 -8.20838 2.96106 -1.27330
H12 9.29265 3.03978 1.88658
C12 1.34984 -0.63804 0.34354
H13 9.41756 1.38854 1.44666
H14 -6.13006 0.24572 0.44313
C13 8.68593 1.80801 3.53550
H15 -0.48885 -1.05229 1.10297
H16 4.24482 0.27131 4.27784
H17 -6.12518 3.74535 -1.64182
C14 8.81038 2.07405 2.03784

Results
Structure (SMILES) = Fc1ccccc1.CC#N.CC#N.CC#N.CC#N
Kohn-Sham gap = 10.021 eV
Relative energy (zero: lowest compared OMol25 entry of this formula, charge and spin) = 24.9 kcal/mol
Charge = 0
HOMO energy = -9.43 eV


No. 3
# C27H43ClF9IN3O7S

A cluster of 2 separate species, C27H43ClF9IN3O7S in total (ωB97M-V/def2-TZVPD, OMol25).

Cartesian coordinates (Å):
H1 -6.79973 3.02927 0.90824
C1 -2.45305 -3.91932 -2.95871
C2 -5.14982 2.31291 -0.29349
H2 2.88892 -1.68652 -3.77205
H3 1.83954 1.03467 -0.79290
H4 2.93391 1.08150 5.54401
O1 -4.40849 -0.49223 -1.68008
H5 -2.40412 -0.78627 -0.55281
H6 0.22470 -2.71266 -2.77750
H7 -1.07801 2.85103 0.57725
H8 4.59276 2.61349 2.70918
C3 -5.71877 3.16427 0.85783
C4 2.26229 0.61135 1.23918
C5 3.99554 1.31195 5.61908
O2 5.92803 0.58963 4.42435
F1 3.59036 -5.16575 -3.04680
H9 -5.54992 1.31277 -0.13612
C6 -2.47307 0.04185 0.16181
H10 0.34688 -2.32625 -4.45446
C7 3.16877 1.87123 1.23412
F2 3.66663 -4.36508 0.04388
C8 4.74781 0.84143 4.38229
H11 -3.33925 3.23310 -0.88871
H12 -2.94746 1.05822 3.42147
F3 4.11962 -6.30125 -0.98924
H13 -1.92194 -4.91077 -2.88682
H14 0.83425 5.38526 -0.63265
H15 1.78905 0.56891 2.21602
C9 -0.45035 -0.47014 -2.09370
H16 0.13056 3.45210 -1.47090
H17 -4.40669 4.66079 1.15486
F4 1.43578 -4.88645 -0.06615
C10 -0.69317 -1.30785 1.16730
C11 -1.16503 0.79648 2.18927
H18 2.97243 -0.21910 1.22268
H19 -3.11393 -3.94514 -2.05362
O3 -1.66632 -2.83132 -3.09852
C12 -0.07558 2.43615 0.47547
C13 1.35560 0.46726 -0.00010
H20 -2.17664 2.61169 2.76776
O4 3.97634 0.72370 3.26587
C14 0.62413 3.38737 -0.50021
H21 -0.19638 0.91430 2.66672
H22 2.62412 2.78061 1.48029
H23 1.46219 -0.55281 -0.36516
I1 -4.06145 -0.71294 1.35997
O5 -1.73035 1.67719 -1.56451
C15 0.65854 -0.61829 -3.13142
C16 -0.10938 0.94350 0.03747
H24 -0.28424 -1.21973 -1.31403
H25 -3.32131 2.70536 0.77526
C17 -3.80707 0.58124 -1.90809
F5 1.47545 -5.00501 -2.76611
H26 0.35402 -0.11543 -4.05267
F6 1.94974 -6.77967 -1.10412
H27 4.15286 2.37896 5.76154
H28 2.44421 -3.33446 -4.32388
H29 -5.30298 2.70725 1.77165
C18 2.28114 -2.57019 -3.56554
S1 2.79042 -5.53715 -0.55772
H30 -5.51289 2.67946 -1.25144
N1 -5.32609 4.58522 0.73462
O6 -3.89479 1.27826 -2.92183
H31 1.62621 -0.23334 -2.78706
C19 -2.16785 1.51903 2.82883
H32 5.20160 1.29087 1.69839
H33 -0.37149 4.96269 0.32590
H34 0.50812 2.57644 1.38522
Cl1 0.88398 -1.47402 3.58848
C20 -0.53416 0.94210 -1.45348
N2 -1.10485 0.12032 0.86691
H35 0.27796 -1.63766 0.79863
H36 -3.18570 -4.10991 -3.78093
C21 2.81506 -3.13418 -2.21766
C22 -2.83498 1.18828 -0.79882
H37 -1.38202 -2.06048 0.78526
F7 2.88443 -6.26841 0.84550
H38 0.19040 1.49775 -2.04691
C23 -0.66922 -1.70425 2.66923
H39 1.67556 3.15248 -0.66637
C24 4.32695 1.66579 2.23303
H40 3.64933 1.90580 0.25519
C25 2.63868 -4.67373 -2.24327
N3 0.59915 4.74246 0.11703
H41 -1.40251 -0.73932 -2.56376
C26 -3.60984 2.39718 -0.24041
H42 -5.94610 5.10902 1.34414
C27 0.80106 -2.12938 -3.49064
F8 4.12173 -2.79572 -2.14786
H43 4.38451 0.74257 6.46061
F9 2.11683 -2.54865 -1.21968
O7 -1.57118 -2.21167 3.25715

Results
Kohn-Sham gap = 2.887 eV
Charge = -1
HOMO energy = -2.94 eV


No. 4
# C35H41Br36Cl2IN2O3PS2

A structure of composition C35H41Br36Cl2IN2O3PS2 (ωB97M-V/def2-TZVPD, OMol25).

Cartesian coordinates (Å):
H1 -4.60859 2.38147 -2.96202
C1 2.20300 -0.97236 0.25575
Br1 0.59573 -8.26537 4.98639
H2 -1.73745 0.58964 1.62289
C2 -2.12877 0.21509 0.66900
H3 -4.08826 6.31314 -3.97466
C3 -4.35378 4.54937 -0.57253
Br2 5.53230 4.28811 1.21809
Br3 -7.29285 12.94116 -4.56998
H4 2.48429 -1.19541 3.07817
Br4 -3.80776 9.20825 -1.56636
Br5 0.32811 -5.82636 -10.05070
C4 0.04666 -1.58226 1.27527
Br6 -0.32823 -5.29652 4.36525
Br7 6.39276 2.08161 3.36736
C5 0.93982 1.64413 1.99497
H5 -1.15398 10.36101 -5.09197
C6 1.35995 0.32184 2.03614
Br8 -6.91826 8.96031 -0.91789
C7 1.12215 -6.56249 4.26290
C8 -1.72947 1.16002 -0.51899
C9 4.62124 -1.40607 -1.15451
H6 2.54619 -2.93262 1.05863
Br9 -5.15805 11.19240 0.54226
H7 -5.49553 5.21616 -2.24795
H8 -1.16882 0.49869 -1.19869
Br10 -0.42589 -5.45644 -6.97218
Br11 0.25674 -3.07445 9.42989
H9 -0.99896 1.91358 -0.20911
C10 -5.38975 13.04846 -4.29660
H10 3.16689 0.35561 4.89263
H11 -0.23627 -7.51506 -8.33576
Br12 -1.23713 -5.53509 8.05705
Br13 -1.14952 11.98208 -3.23003
C11 2.12981 2.03234 4.07716
Br14 -4.95556 13.52744 -2.48005
H12 1.92385 -6.18468 4.88213
H13 4.96704 -9.00212 -0.33480
H14 -3.21104 0.91042 -2.06195
Br15 0.40386 -10.88715 -0.99929
C12 4.08641 -2.35392 -0.31400
H15 4.64287 -3.27494 -0.17882
H16 -4.95708 8.73266 0.56807
C13 1.33670 2.47651 3.02970
Cl1 -2.05379 4.15340 0.55071
Br16 4.82093 -6.65161 0.41910
C14 -5.18006 9.43118 -0.22737
C15 0.44603 -4.84041 8.68272
C16 1.12035 -10.64851 0.77799
H17 0.32779 1.97908 1.16123
C17 -0.55997 10.42265 -4.18919
S1 0.12640 -2.74600 2.39003
C18 -2.94885 1.66337 -1.31082
H18 1.66408 3.81109 -2.93177
H19 -1.48855 3.56969 -3.60364
C19 -1.42263 3.20964 -2.55956
Br17 2.97068 -11.17260 0.87680
H20 5.56177 -1.55396 -1.68095
O1 -0.60637 5.76165 -1.63271
O2 0.68812 3.70926 -0.79527
H21 3.54367 -14.74410 -3.03620
Br18 3.37259 -7.84475 -2.74603
Br19 -0.88646 8.80087 -3.18724
H22 -3.22079 0.15287 0.77472
H23 -6.45828 4.80357 -0.87854
C20 2.75307 -0.00776 -0.59898
Cl2 -4.64563 5.50472 0.85053
C21 -3.68315 2.93147 -3.16709
H24 -0.98171 2.21741 -2.73221
Br20 1.80766 -4.88624 7.31306
H25 2.23846 0.94694 -0.72647
H26 2.42468 2.71591 4.87206
C22 0.37029 -6.62023 -8.29570
H27 4.29644 0.60284 -1.92557
Br21 1.22407 -6.07115 -1.18043
Br22 5.52261 -15.26132 -1.64867
H28 0.12540 6.29479 -1.27773
H29 1.04901 3.52925 3.01048
H30 4.14579 2.87348 2.70139
Br23 4.55795 1.25719 0.86094
C23 -0.34798 -1.67740 13.31506
O3 0.94668 4.43856 -3.12565
H31 1.07434 -9.58920 0.99821
H32 -5.86311 3.47398 -1.81422
Br24 2.55923 -14.45184 -0.78705
C24 5.73053 -8.27778 -0.07605
C25 3.93015 -14.29115 -2.13331
I1 -3.51984 3.64980 -6.13112
C26 2.52259 0.70167 4.08327
Br25 -1.45994 -3.24506 13.45377
Br26 2.15065 -7.16140 -7.80044
C27 -3.35546 5.52537 -3.75062
H33 -2.54408 5.69146 -4.47217
Br27 6.81949 -8.02495 -1.64661
C28 -5.58268 4.46415 -1.44982
C29 2.90290 -2.15245 0.38708
H34 -0.34772 -1.37971 12.27510
N1 -2.80517 3.08730 -1.93870
C30 1.51248 -7.35734 -2.59247
N2 0.99057 -0.56388 0.92226
C31 -4.01949 4.15065 -4.06630
H35 0.97111 -8.25468 -2.31892
Br28 0.06194 -11.55471 2.10902
Br29 1.48008 -2.05461 13.79603
P1 -0.09421 4.27786 -1.89759
H36 0.77918 -5.49012 9.48094
C32 2.15123 -0.16039 3.06616
Br30 6.73492 -9.02003 1.38858
Br31 0.79367 -6.74644 -4.27482
H37 -3.80946 1.71016 -0.62884
S2 -1.51867 -1.48479 0.35104
Br32 1.83223 -6.75463 2.47980
Br33 4.31558 -12.44537 -2.54882
H38 -5.02099 13.84316 -4.93117
H39 -2.96280 5.65260 -2.73483
C33 5.03285 2.65596 2.12108
H40 -3.14748 2.22002 -3.80871
C34 -3.17113 3.94948 -0.80909
C35 3.92557 -0.20822 -1.30045
H41 -5.10374 4.27807 -4.08947
Br34 -1.06461 -0.20152 14.32651
Br35 -4.49799 11.42819 -4.84913
Br36 1.28197 10.56274 -4.73123

Results
Kohn-Sham gap = 7.620 eV
Charge = +1
HOMO energy = -10.36 eV


No. 5
# C7H13F3NO3P

The molecule C7H13F3NO3P (ωB97M-V/def2-TZVPD, OMol25).

Cartesian coordinates (Å):
C1 -1.90801 -2.94903 -0.37956
C2 -1.41771 3.76119 0.32599
H1 -2.26973 3.14641 0.50318
C3 1.57470 -0.36141 0.49472
C4 2.78258 0.38447 0.08568
O1 -0.99024 -0.72946 0.29928
N1 1.73385 -2.05576 0.14818
H2 -0.98640 -3.24179 -0.77325
H3 -0.81864 4.04842 1.17692
C5 -0.48206 2.82711 -0.51644
H4 0.48093 3.31539 -0.76450
C6 -2.02768 -1.35699 -0.45479
H5 2.08464 -3.86152 1.03155
F1 2.50594 1.75753 0.24385
P1 0.08871 0.19228 -0.41394
H6 1.57899 -0.31346 1.50545
H7 -2.63214 -3.30119 -1.12415
H8 -1.63351 4.52972 -0.39620
O2 0.18028 0.24317 -1.86241
F2 3.92454 0.10425 0.84756
H9 -1.13470 2.59416 -1.47076
O3 -0.18909 1.58270 0.22512
H10 -1.96035 -1.29866 -1.56610
H11 -1.99441 -3.11313 0.68697
H12 1.53653 -2.30988 2.17598
H13 -2.98090 -1.12808 0.02832
C7 1.77451 -2.76531 1.18021
F3 3.17933 0.29887 -1.23684

Results
Structure (SMILES) = C=N[C@@H](C(F)(F)F)P(=O)(OCC)OCC
Kohn-Sham gap = 11.078 eV
Relative energy (zero: lowest compared OMol25 entry of this formula, charge and spin) = 8.7 kcal/mol
Charge = 0
HOMO energy = -10.29 eV


No. 6
# C3H6NS

The ion C3H6NS with charge +1 (ωB97M-V/def2-TZVPD, OMol25).

Cartesian coordinates (Å):
H1 1.08968 0.54633 -1.06939
C1 0.64281 -0.91655 0.58790
C2 -0.34827 -0.95888 -0.42900
S1 -1.87117 -0.10908 0.16333
H2 -0.46239 1.46400 1.07981
H3 1.65798 -1.41437 0.28447
H4 -0.71260 2.06691 -0.63298
C3 -0.61807 1.19489 0.04812
H5 -0.27950 -1.39984 -1.40721
H6 0.43256 -0.75336 1.67503
N1 0.46897 0.27994 -0.30009

Results
Structure (SMILES) = C1S[C@@H]2C[N@H+]12
Kohn-Sham gap = 10.438 eV
Relative energy (zero: lowest compared OMol25 entry of this formula, charge and spin) = 11.9 kcal/mol
Charge = +1
HOMO energy = -14.17 eV


no.,electronic energy (hartree)
1,-360.01248
2,-862.46955
3,-3800.07533
4,-96713.38999
5,-1195.94677
6,-570.49907